A molecular structure, C16H29Cl2CrN2P at a distorted geometry, computed with ωB97M-V with the def2-TZVPD basis set.

**Calculated total energy**: -3042.8361 Eh
**Gap between HOMO and LUMO (spin up / spin down)**: 6.2 / 6.4 eV
**Relative energy (zero: lowest compared OMol25 entry of this formula, charge and spin)**: 0.0000 eV
**Molecular weight**: 403.3 g mol⁻¹
**Highest occupied orbital energy (spin up / spin down)**: -0.1318 / -0.1416 Eh

```
! wB97M-V def2-TZVPD RIJCOSX def2/J DEFGRID3
* xyz -1 4
Cr 0.03872 0.05315 2.41847
Cl 0.35720 0.95812 0.34576
Cl -1.22412 -1.77517 1.76069
H -0.02698 1.43187 3.05409
H 1.54321 0.25725 2.68141
P 0.11678 0.05361 -2.30456
C 1.78424 -0.47089 -3.06013
C -0.97813 -0.74410 -3.60028
C 0.15714 1.78938 -3.08121
C 2.44942 -1.54550 -2.18915
H 2.38378 0.45154 -2.93927
C 1.81571 -0.90192 -4.53050
H 1.24246 -1.82334 -4.69225
H 2.86270 -1.11331 -4.78990
H 1.47881 -0.12733 -5.22608
H 2.43823 -1.27876 -1.12289
H 3.49914 -1.63269 -2.51639
H 1.98239 -2.53176 -2.32589
H 1.16425 2.13178 -2.77208
C -0.86215 2.72989 -2.42934
C 0.03604 1.86506 -4.60883
H 0.95524 1.54555 -5.11498
H -0.13135 2.91514 -4.89804
H -0.82828 1.30041 -4.98504
H -0.77600 2.73458 -1.33363
H -1.88901 2.48383 -2.72170
H -0.65365 3.74675 -2.79925
C -0.99131 -2.27253 -3.45216
H -0.50306 -0.53736 -4.57111
C -2.38380 -0.13302 -3.64827
H -0.03845 -2.73483 -3.74958
H -1.75406 -2.65687 -4.14762
H -1.23909 -2.56297 -2.41981
H -2.80281 -0.02996 -2.63712
H -3.00997 -0.80468 -4.25199
H -2.40538 0.84100 -4.15602
N -0.50762 -2.02900 6.01440
C -0.36233 -1.91241 4.66918
N -0.13962 -0.63257 4.33157
C -0.05864 0.10099 5.52016
C 0.02984 1.46524 5.78137
C -0.05138 1.89069 7.11503
C -0.23359 0.99149 8.17338
C -0.37470 -0.38942 7.91617
C -0.28445 -0.77645 6.58956
H -0.71153 -2.87861 6.53558
H -0.42556 -2.76538 4.00518
H 0.11240 2.18161 4.95618
H 0.01469 2.95633 7.34671
H -0.27701 1.35754 9.19030
H -0.53837 -1.17203 8.66988
*
```